Entry 1:
A cluster of 2 separate species, C6H16N in total in a non-equilibrium geometry. Source: OMol25; level of theory: the ωB97M-V functional and the def2-TZVPD basis.

Geometry as XYZ:
```
23
Properties=species:S:1:pos:R:3:forces:R:3:lowdin_charge:R:1
C -1.375004 -1.883151 0.326556 0.92 -1.13 -0.64 -0.03
C -0.425974 -0.865615 0.751002 -3.23 1.49 1.47 0.06
C -0.411061 0.439458 0.160201 1.28 0.20 -1.79 -0.36
C -1.361148 1.356402 0.975259 -0.14 -0.34 0.64 0.01
C 1.031706 1.060954 0.032143 -0.18 -0.46 0.64 -0.19
C 1.025606 2.369494 -0.717263 -0.08 0.38 -0.20 -0.08
N 1.301651 -2.135266 -1.295430 -0.08 0.40 -0.14 0.06
H -1.129244 -2.867169 0.729706 -0.12 -0.01 0.13 0.12
H -1.491200 -1.958488 -0.753542 -0.16 0.25 0.01 0.11
H -2.349247 -1.618964 0.770830 0.12 0.29 0.16 0.15
H -0.187244 -0.906009 1.817952 1.03 -0.30 -0.20 0.17
H -0.786541 0.374314 -0.863368 -0.15 -0.08 0.01 0.15
H -0.987835 1.520545 1.985856 0.01 0.04 0.01 0.11
H -2.354505 0.915525 1.032222 -0.07 0.09 0.02 0.09
H -1.433435 2.314700 0.461699 0.14 -0.15 -0.10 0.10
H 1.624578 0.308878 -0.489207 0.08 0.18 -0.05 0.09
H 1.436474 1.177585 1.044120 0.05 0.05 -0.12 0.13
H 0.562154 2.292058 -1.700949 0.02 -0.17 -0.04 0.09
H 2.044938 2.713025 -0.868419 0.14 -0.06 -0.02 0.09
H 0.517237 3.173643 -0.190936 -0.07 -0.02 0.18 0.08
H 0.842790 -2.028227 -0.400553 0.47 -0.51 -0.01 -0.03
H 2.259858 -2.429286 -1.147781 -0.09 -0.05 0.04 0.05
H 0.800665 -2.848618 -1.810283 0.09 -0.09 0.01 0.04
```
Forces are in eV/Å.

Summary:
Total energy   -292.6256 Eh
HOMO-LUMO gap   7.30 eV
ΔE to the lowest compared entry with this formula, charge and spin   259.0 kJ/mol
Strongest force on any atom   3.8 eV/A
Total charge   +1
LUMO level   -0.2533 Eh
HOMO level   -14.2 eV
Spin multiplicity   1

---

Entry 2:
A cluster of 2 separate species, C6H16N in total in a non-equilibrium geometry. Source: OMol25; level of theory: the ωB97M-V functional and the def2-TZVPD basis.

Geometry as XYZ:
```
23
Properties=species:S:1:pos:R:3:forces:R:3:lowdin_charge:R:1
C -0.231657 3.472115 -0.711648 0.55 0.07 0.16 -0.11
C 0.037959 -0.349129 -1.510590 0.75 0.39 -0.43 -0.12
C -0.528501 0.965489 -0.968125 -0.65 -0.47 0.62 -0.29
C 0.278566 2.188897 -1.357518 -0.29 0.22 -0.18 -0.28
H -1.283947 3.649967 -0.922132 -0.03 0.03 0.06 0.08
H 0.357842 4.316711 -1.069806 -0.19 0.05 -0.17 0.08
H -0.052479 3.466781 0.366790 -0.30 -0.13 0.05 0.07
H -0.436612 -1.293163 -1.233354 -0.34 0.17 0.16 0.07
H 1.111169 -0.423409 -1.277972 -0.06 -0.05 0.00 0.08
H 0.007892 -0.296055 -2.599290 -0.03 -0.16 -0.02 0.09
H -0.646291 0.959536 0.131178 0.17 0.00 0.02 0.09
H -1.568141 1.061771 -1.295143 0.09 0.11 -0.15 0.12
H 1.331507 2.058301 -1.091725 0.01 -0.11 -0.16 0.11
H 0.199165 2.304921 -2.441993 0.28 -0.09 -0.01 0.12
C -0.218304 -2.237748 1.929979 -0.18 -0.20 -0.82 -0.12
C -0.083974 -3.397672 1.318377 0.13 -0.09 0.36 0.08
N 0.597639 -1.084047 1.484610 -0.36 0.13 -0.43 0.19
H -1.015349 -1.966068 2.602079 0.12 -0.03 0.26 0.13
H -0.702065 -4.238064 1.600333 -0.12 0.08 0.01 0.09
H 0.662060 -3.597713 0.558455 0.08 0.12 0.03 0.09
H 1.515060 -1.361431 1.141897 0.24 -0.16 0.26 0.17
H 0.157841 -0.624902 0.662002 -0.04 0.05 0.37 0.09
H 0.696845 -0.390099 2.223494 0.17 0.07 0.03 0.17
```
Forces are in eV/Å.

Summary:
Total energy   -292.6746 Eh
HOMO-LUMO gap   11.27 eV
ΔE to the lowest compared entry with this formula, charge and spin   130.2 kJ/mol
Strongest force on any atom   1.0 eV/A
Total charge   +1
LUMO level   -0.1264 Eh
HOMO level   -14.7 eV
Spin multiplicity   1

---

Entry 3:
A cluster of 2 separate species, C6H16N in total. Source: OMol25; level of theory: the ωB97M-V functional and the def2-TZVPD basis.

Geometry as XYZ:
```
23
Properties=species:S:1:pos:R:3:forces:R:3:lowdin_charge:R:1
C -0.320038 -1.935290 2.480017 0.13 -0.68 -0.13 0.01
C 1.274162 -0.188817 1.981047 -0.02 -0.44 0.70 0.15
N 0.999011 -1.427781 2.090833 -0.21 0.43 -0.19 0.01
H -0.155587 -2.640388 3.293833 -0.18 0.13 0.11 0.11
H -0.747506 -2.488511 1.644402 0.06 0.06 -0.08 0.11
H -0.990794 -1.132094 2.757008 0.13 0.16 0.11 0.11
H 0.485002 0.501392 2.245985 0.14 0.25 -0.10 0.12
H 2.280305 0.138227 1.752202 -0.06 0.00 -0.28 0.14
H 1.691534 -2.128277 1.843036 0.13 0.05 0.08 0.18
C 0.334918 2.088661 -1.348776 -0.14 0.08 0.08 -0.08
C -0.691667 0.982695 -1.611781 0.15 -0.34 0.36 -0.47
C -0.151970 -0.026520 -2.626059 0.00 -0.15 0.51 -0.08
C -1.006004 0.291751 -0.268235 -0.09 0.09 -0.75 -0.10
H -0.125159 2.990397 -0.944976 -0.03 0.03 -0.01 0.08
H 1.054938 1.741729 -0.597543 0.10 0.00 -0.12 0.06
H 0.903906 2.364030 -2.235359 -0.09 0.02 -0.07 0.08
H -1.625492 1.395320 -1.995863 0.03 0.14 -0.04 0.13
H -0.763430 -0.928877 -2.668029 -0.21 0.11 -0.17 0.08
H 0.839185 -0.374413 -2.316118 0.11 0.17 -0.14 0.08
H -0.092204 0.424651 -3.612012 0.12 -0.09 -0.11 0.08
H -1.496700 0.983418 0.417607 0.13 -0.01 0.17 0.09
H -1.649948 -0.577946 -0.408625 -0.06 0.01 0.03 0.08
H -0.046462 -0.053365 0.127397 -0.13 -0.01 0.05 0.03
```
Forces are in eV/Å.

Summary:
Total energy   -292.6763 Eh
HOMO-LUMO gap   9.35 eV
ΔE to the lowest compared entry with this formula, charge and spin   125.8 kJ/mol
Strongest force on any atom   0.8 eV/A
Total charge   +1
LUMO level   -0.1898 Eh
HOMO level   -14.5 eV
Spin multiplicity   1

---

Entry 4:
The ion C6H16N with charge +2 in a non-equilibrium geometry. Source: OMol25; level of theory: the ωB97M-V functional and the def2-TZVPD basis.

Geometry as XYZ:
```
23
Properties=species:S:1:pos:R:3:forces:R:3:lowdin_charge:R:1
C -2.013824 2.104032 -0.920743 0.06 -0.22 -0.24 0.04
C -1.239952 0.727805 -1.064609 -0.56 0.43 -0.58 -0.11
C -1.285804 -0.362850 -0.008636 -0.13 -0.38 -0.72 -0.14
C -0.484984 -0.174260 1.211628 0.78 0.47 0.94 -0.17
C 0.860737 -0.927799 1.426504 -1.16 0.06 -0.17 -0.13
C 2.039444 -0.467776 0.598242 0.01 -1.21 -0.25 -0.10
N 2.230921 -1.237972 -0.707963 -0.57 0.75 -0.70 0.21
H -1.686634 2.856957 -1.637298 0.22 0.02 0.20 0.11
H -3.059544 1.906475 -1.144181 -0.10 -0.06 0.20 0.11
H -1.810081 2.410991 0.110423 0.01 0.24 -0.08 0.12
H -0.198885 1.045542 -1.127813 0.37 0.42 0.34 0.14
H -1.676759 0.354784 -2.003176 -0.12 -0.35 0.27 0.17
H -2.388797 -0.221606 0.198024 -0.07 -0.19 -0.14 0.21
H -1.237052 -1.383190 -0.409023 -0.26 -0.02 0.10 0.16
H -0.362138 0.882430 1.462872 -0.01 0.06 -0.12 0.14
H -1.110939 -0.575561 2.026159 -0.15 -0.03 -0.01 0.17
H 1.090993 -0.754314 2.471348 0.26 -0.17 0.15 0.14
H 0.593964 -1.978994 1.313990 0.61 -0.26 0.04 0.13
H 2.993952 -0.588154 1.085129 0.14 -0.04 0.47 0.14
H 1.935462 0.552958 0.324354 0.05 0.98 -0.33 0.12
H 3.021479 -0.809541 -1.201507 0.34 -0.55 0.10 0.18
H 2.325463 -2.254422 -0.632409 0.46 0.07 0.34 0.19
H 1.462967 -1.105524 -1.371317 -0.19 0.00 0.19 0.16
```
Forces are in eV/Å.

Summary:
Total energy   -292.1876 Eh
HOMO-LUMO gap (alpha / beta)   12.89 / 6.85 eV
ΔE to the lowest compared entry with this formula, charge and spin   207.0 kJ/mol
Strongest force on any atom   1.3 eV/A
Total charge   +2
LUMO level (alpha / beta)   -0.2621 / -0.4919 Eh
HOMO level (alpha / beta)   -20.0 / -20.2 eV
Spin multiplicity   2

---

Entry 5:
A cluster of 2 separate species, C6H16N2 in total. Source: OMol25; level of theory: the ωB97M-V functional and the def2-TZVPD basis.

Geometry as XYZ:
```
24
Properties=species:S:1:pos:R:3:forces:R:3:lowdin_charge:R:1
C 1.614415 1.865343 1.660803 0.27 -0.09 -0.19 -0.25
C 0.930518 0.578945 2.078152 -0.03 -0.13 0.17 -0.37
N 1.004604 -0.409715 1.010416 0.20 0.05 -0.03 -0.16
C 0.858175 -1.776988 1.475724 0.25 0.25 0.41 -0.33
H 1.612668 2.603141 2.462931 -0.09 0.08 0.01 0.05
H 1.185008 2.290684 0.753528 -0.20 0.01 0.07 0.05
H 2.660929 1.659813 1.414160 0.03 0.01 0.09 0.03
H -0.120201 0.749724 2.337196 0.00 0.01 -0.09 0.10
H 1.403442 0.198511 2.999126 0.05 0.04 -0.02 0.08
H 1.911945 -0.315116 0.560640 -0.03 -0.02 -0.06 0.03
H 0.891893 -2.460181 0.627722 -0.27 -0.11 0.03 0.03
H 1.638335 -2.101572 2.187306 0.05 0.12 -0.12 0.03
H -0.072000 -1.850633 2.045094 -0.18 -0.23 -0.33 0.06
C -2.716957 -1.308402 -1.267821 -0.37 -0.36 -0.02 -0.07
C -1.570780 -0.632143 -1.270015 0.02 0.57 0.16 -0.28
N -1.420399 0.655059 -1.806453 -0.33 -0.16 -0.37 -0.11
C -0.299602 0.816710 -2.736292 -0.40 0.21 -0.14 -0.25
H -3.622190 -0.943522 -1.743059 0.14 0.25 -0.13 0.03
H -2.849673 -2.272804 -0.796316 0.36 0.04 0.19 0.02
H -0.671887 -0.950952 -0.755493 -0.06 -0.31 -0.07 0.07
H -2.283337 0.948145 -2.254293 0.13 -0.03 0.10 0.09
H -0.403384 1.777011 -3.248511 0.10 0.10 0.23 0.05
H 0.643865 0.811437 -2.196098 0.10 -0.15 -0.07 0.04
H -0.325389 0.067507 -3.538444 0.27 -0.15 0.17 0.06
```
Forces are in eV/Å.

Summary:
Total energy   -347.6133 Eh
HOMO-LUMO gap (alpha / beta)   2.46 / 8.95 eV
ΔE to the lowest compared entry with this formula, charge and spin   118.5 kJ/mol
Strongest force on any atom   0.6 eV/A
Total charge   -1
LUMO level (alpha / beta)   0.1428 / 0.1385 Eh
HOMO level (alpha / beta)   1.4 / -5.2 eV
Spin multiplicity   2

---

Entry 6:
The molecule C6H16N2 in a non-equilibrium geometry. Source: OMol25; level of theory: the ωB97M-V functional and the def2-TZVPD basis.

Geometry as XYZ:
```
24
Properties=species:S:1:pos:R:3:forces:R:3:lowdin_charge:R:1
N 0.831722 1.225705 1.414713 0.08 0.29 -0.84 0.04
C 0.170295 1.019843 0.089395 -0.85 0.87 1.85 -0.39
C -0.883068 2.160610 0.009737 -0.48 -1.49 -0.59 -0.21
C -1.625153 2.002474 -1.353905 1.74 1.72 0.95 -0.10
C -0.426208 -0.376443 0.054441 0.71 -0.56 0.13 -0.19
N 0.714781 -1.347688 0.043663 -1.60 -0.81 -0.65 -0.24
C 0.587496 -2.379045 1.081289 0.14 0.41 0.98 -0.11
C 0.703811 -2.043032 -1.267252 1.04 -0.13 0.92 -0.11
H 1.761403 1.605457 1.281013 -0.05 -0.33 0.32 0.07
H 0.838491 0.419224 2.023499 0.30 -0.09 -0.34 0.06
H 0.859698 1.067077 -0.745566 0.41 0.23 -0.11 0.13
H -0.426716 3.131599 0.218014 0.09 -0.12 -0.47 0.10
H -1.557339 1.986971 0.857697 -0.05 0.07 -0.15 0.10
H -2.149664 2.911990 -1.618069 -0.72 -0.09 0.09 0.06
H -2.218754 1.112329 -1.315045 -0.43 -0.23 -0.48 0.05
H -0.806054 1.988628 -2.081756 -0.34 -0.63 -0.31 0.07
H -1.061922 -0.590683 -0.807564 0.06 0.36 -0.13 0.10
H -1.069259 -0.565073 0.916838 0.09 0.25 0.23 0.12
H 1.335697 -2.247696 1.860503 0.41 0.11 0.01 0.07
H 0.748823 -3.376074 0.682448 -0.22 -0.14 -0.05 0.07
H -0.349418 -2.336180 1.666595 -0.01 -0.17 -0.66 0.08
H 0.756739 -1.293368 -2.059896 0.19 -0.37 -0.08 0.08
H 1.557331 -2.736474 -1.223854 0.15 0.56 -0.63 0.08
H -0.129879 -2.731953 -1.414953 -0.65 0.29 0.00 0.08
```
Forces are in eV/Å.

Summary:
Total energy   -347.6694 Eh
HOMO-LUMO gap   9.77 eV
ΔE to the lowest compared entry with this formula, charge and spin   145.5 kJ/mol
Strongest force on any atom   2.6 eV/A
LUMO level   0.0393 Eh
HOMO level   -8.7 eV
Spin multiplicity   1